No. 1
C28H47BrNOP3Ti | ωB97M-V/def2-TZVPD

Last column: Löwdin charge in e.
CARTESIAN COORDINATES (ANGSTROEM)
C (-0.652, 7.346, -6.238)  -0.010
C (-0.836, 5.983, -6.509)  -0.238
C (-1.139, 5.598, -7.826)  -0.012
C (-1.235, 6.591, -8.812)  -0.126
N (-1.051, 7.882, -8.534)  0.059
C (-0.767, 8.266, -7.290)  -0.122
C (-0.713, 5.017, -5.466)  0.073
C (-0.643, 4.161, -4.597)  0.017
C (-0.570, 3.174, -3.627)  -0.227
C (0.523, 3.250, -2.733)  -0.005
C (0.648, 2.252, -1.767)  -0.121
C (-0.340, 1.227, -1.809)  -0.354
C (-1.455, 1.168, -2.637)  -0.134
C (-1.562, 2.159, -3.588)  -0.007
Ti (0.371, 0.314, -0.225)  0.341
P (2.092, -1.029, -1.081)  0.876
H (-1.297, 4.556, -8.111)  0.114
H (-0.416, 7.714, -5.238)  0.117
H (-1.464, 6.332, -9.847)  0.112
H (-0.624, 9.332, -7.114)  0.113
H (-2.381, 2.192, -4.322)  0.130
H (1.239, 4.077, -2.824)  0.132
H (-2.185, 0.360, -2.491)  0.060
H (1.483, 2.306, -1.045)  0.096
C (2.416, -2.655, -0.322)  -0.375
C (3.319, -3.599, -1.112)  -0.128
H (1.428, -3.115, -0.162)  0.079
H (2.826, -2.475, 0.683)  0.088
H (3.526, -4.496, -0.517)  0.089
H (2.852, -3.933, -2.043)  0.063
H (4.286, -3.148, -1.354)  0.061
C (1.851, -1.276, -2.873)  -0.372
C (2.839, -0.552, -3.782)  -0.113
H (0.831, -0.929, -3.103)  0.060
H (1.849, -2.358, -3.069)  0.064
H (2.575, -0.748, -4.828)  0.086
H (2.805, 0.535, -3.635)  0.075
H (3.871, -0.895, -3.633)  0.075
C (3.533, 0.061, -0.793)  -0.383
C (4.890, -0.637, -0.823)  -0.133
H (3.401, 0.556, 0.184)  0.058
H (3.514, 0.872, -1.536)  0.081
H (5.686, 0.100, -0.658)  0.088
H (4.977, -1.389, -0.031)  0.074
H (5.093, -1.119, -1.785)  0.066
Br (-1.526, -1.090, -0.155)  0.271
P (-2.550, -3.339, -4.158)  1.225
C (-0.718, -3.509, -4.113)  -0.373
C (-0.283, -4.963, -4.316)  -0.138
H (-0.367, -3.108, -3.152)  0.074
H (-0.325, -2.878, -4.923)  0.093
H (0.780, -5.017, -4.576)  0.082
H (-0.435, -5.559, -3.410)  0.082
H (-0.844, -5.442, -5.127)  0.076
C (-3.075, -3.183, -2.404)  -0.415
C (-4.490, -3.709, -2.173)  -0.134
H (-2.980, -2.128, -2.118)  0.005
H (-2.352, -3.749, -1.802)  0.081
H (-4.663, -3.879, -1.106)  0.088
H (-5.249, -3.003, -2.526)  0.082
H (-4.648, -4.661, -2.692)  0.075
C (-2.847, -1.676, -4.906)  -0.363
C (-3.097, -1.756, -6.413)  -0.138
H (-1.984, -1.038, -4.671)  0.085
H (-3.733, -1.272, -4.396)  0.096
H (-3.542, -0.824, -6.770)  0.086
H (-2.170, -1.913, -6.971)  0.079
H (-3.785, -2.569, -6.671)  0.077
C (-0.064, 1.525, 3.856)  -0.142
P (1.371, 1.575, 2.783)  0.672
C (2.075, 3.232, 2.753)  -0.145
C (2.621, 0.386, 3.287)  -0.146
O (0.909, 1.221, 1.339)  -0.496
H (-0.816, 2.263, 3.542)  0.081
H (0.250, 1.763, 4.880)  0.076
H (-0.529, 0.530, 3.851)  0.077
H (2.361, 3.530, 3.773)  0.076
H (2.975, 3.258, 2.118)  0.072
H (1.344, 3.958, 2.367)  0.078
H (2.247, -0.644, 3.206)  0.072
H (3.521, 0.482, 2.663)  0.063
H (2.909, 0.569, 4.331)  0.077

## Properties
Total energy, eV: -154346.4775
LUMO level (spin up / spin down), eV: -4.87 / -8.66
HOMO (spin up / spin down), eV: -11.96 / -12.36
2S+1: 3
Frontier orbital gap (spin up / spin down), hartree: 0.2606 / 0.1360
Relative energy (zero: lowest compared OMol25 entry of this formula, charge and spin), kcal/mol: 0.0
M, g/mol: 634.383
Charge: +2
Maximum force, eV/Å: 3.75

No. 2
C13H8N4O2S2 | ωB97M-V/def2-TZVPD

Last column: natural (NBO) charge in e.
CARTESIAN COORDINATES (ANGSTROEM)
N (-3.936, -6.442, 5.127)  -0.292
C (-3.588, -5.347, 4.939)  0.266
C (-3.172, -3.953, 4.668)  -0.363
C (-2.365, -3.601, 3.537)  -0.133
C (-2.101, -2.230, 3.474)  -0.202
C (-1.275, -1.715, 2.453)  -0.025
C (-0.642, -1.161, 1.538)  0.098
C (-0.203, -0.507, 0.328)  -0.347
C (-0.830, 0.601, -0.173)  -0.159
C (-0.434, 1.004, -1.533)  -0.274
C (-0.832, 2.244, -2.253)  0.677
N (-1.138, 3.355, -1.560)  -0.818
O (-0.828, 2.258, -3.449)  -0.629
C (0.436, 0.095, -2.015)  0.126
N (0.984, 0.427, -3.201)  -0.647
C (2.081, -0.146, -3.772)  0.778
N (2.383, 0.339, -5.039)  -0.841
O (2.866, -0.965, -3.256)  -0.646
S (0.953, -1.148, -0.801)  0.482
C (-2.729, -1.592, 4.445)  -0.342
S (-3.779, -2.549, 5.427)  0.531
H (-2.042, -4.236, 2.770)  0.237
H (-1.654, 1.038, 0.332)  0.214
H (-0.860, 4.198, -2.021)  0.411
H (-1.293, 3.366, -0.516)  0.407
H (0.531, 1.151, -3.738)  0.447
H (1.519, 0.510, -5.564)  0.381
H (3.158, -0.175, -5.502)  0.415
H (-2.636, -0.541, 4.776)  0.248

## Properties
Total energy, eV: -45334.5861
LUMO level, eV: -0.26
HOMO, eV: -8.22
2S+1: 1
SMILES string: N#Cc1cc(C#Cc2cc(C(N)=O)c(NC(N)=O)s2)cs1
Frontier orbital gap, hartree: 0.2926
M, g/mol: 316.367
Charge: 0
Maximum force, eV/Å: 4.53

No. 3
C17H22N2O3 | ωB97M-V/def2-TZVPD

Last column: natural (NBO) charge in e.
CARTESIAN COORDINATES (ANGSTROEM)
C (0.026, 5.164, -1.045)  -0.602
C (1.283, 4.325, -1.251)  -0.402
C (1.641, 3.453, -0.039)  -0.398
C (1.199, 1.994, -0.156)  -0.407
C (-0.322, 1.823, -0.203)  -0.211
N (-0.726, 0.436, -0.267)  -0.572
C (-0.364, -0.639, 0.449)  0.350
C (-0.536, -1.912, -0.130)  -0.398
C (-1.155, -2.061, -1.447)  0.801
O (-1.509, -1.125, -2.166)  -0.671
O (-1.327, -3.314, -1.839)  -0.471
C (-1.917, -3.510, -3.119)  -0.067
C (-2.006, -5.004, -3.367)  -0.621
C (-0.038, -3.115, 0.511)  0.652
O (-0.098, -4.258, 0.105)  -0.607
N (0.634, -2.894, 1.708)  -0.601
C (0.681, -1.723, 2.394)  0.303
C (1.240, -1.691, 3.676)  -0.269
C (1.224, -0.533, 4.415)  -0.165
C (0.624, 0.606, 3.889)  -0.258
C (0.100, 0.592, 2.616)  -0.146
C (0.146, -0.555, 1.812)  -0.197
H (0.158, 5.841, -0.203)  0.202
H (-0.843, 4.542, -0.849)  0.196
H (-0.176, 5.761, -1.931)  0.211
H (2.111, 5.006, -1.457)  0.205
H (1.160, 3.692, -2.132)  0.195
H (2.725, 3.452, 0.092)  0.212
H (1.208, 3.890, 0.864)  0.194
H (1.626, 1.554, -1.060)  0.205
H (1.595, 1.441, 0.698)  0.214
H (-0.790, 2.344, 0.638)  0.183
H (-0.707, 2.282, -1.115)  0.211
H (-1.103, 0.149, -1.179)  0.446
H (-1.299, -3.014, -3.877)  0.184
H (-2.907, -3.040, -3.132)  0.184
H (-2.624, -5.469, -2.604)  0.215
H (-2.437, -5.192, -4.346)  0.210
H (-1.015, -5.444, -3.316)  0.218
H (1.012, -3.728, 2.140)  0.411
H (1.667, -2.598, 4.079)  0.212
H (1.653, -0.515, 5.405)  0.219
H (0.569, 1.508, 4.480)  0.217
H (-0.381, 1.482, 2.258)  0.212

## Properties
Total energy, eV: -27110.0622
LUMO level, eV: 0.10
HOMO, eV: -8.39
2S+1: 1
SMILES string: CCCCCNc1c(C(=O)OCC)c(=O)[nH]c2ccccc12
Frontier orbital gap, hartree: 0.3119
Relative energy (zero: lowest compared OMol25 entry of this formula, charge and spin), kcal/mol: 23.0
M, g/mol: 302.374
Charge: 0
Maximum force, eV/Å: 0.63

No. 4
C5H14LiO5 | ωB97M-V/def2-TZVPD

Last column: natural (NBO) charge in e.
CARTESIAN COORDINATES (ANGSTROEM)
Li (0.656, 1.004, 0.470)  0.904
C (0.048, 1.644, -3.459)  -0.731
C (0.926, 0.880, -2.452)  0.742
O (1.131, -0.288, -2.591)  -0.725
O (1.559, 1.452, -1.557)  -0.867
H (0.545, 2.480, -3.952)  0.219
H (-0.846, 1.921, -2.901)  0.185
H (-0.427, 0.969, -4.171)  0.217
C (-1.520, -1.242, 1.687)  -0.652
C (-0.049, -1.828, 1.554)  0.012
C (-0.166, -3.253, 0.960)  -0.603
O (0.910, -1.072, 0.883)  -0.290
H (-1.786, -0.883, 0.693)  0.220
H (-1.559, -0.430, 2.414)  0.204
H (-2.219, -2.005, 2.030)  0.226
H (0.215, -2.137, 2.565)  0.226
H (0.777, -3.772, 0.788)  0.233
H (-0.616, -3.202, -0.032)  0.228
H (-0.715, -3.840, 1.696)  0.211
O (1.921, 1.889, 1.542)  -0.960
H (1.834, 1.467, 2.397)  0.475
H (2.581, 2.569, 1.676)  0.506
O (-0.791, 2.354, 0.107)  -0.972
H (-0.673, 2.984, -0.604)  0.509
H (-1.736, 2.339, 0.259)  0.481

## Properties
Total energy, eV: -15853.4167
LUMO level (spin up / spin down), eV: -0.32 / -2.58
HOMO (spin up / spin down), eV: -6.91 / -6.87
2S+1: 2
Frontier orbital gap (spin up / spin down), hartree: 0.2420 / 0.1577
M, g/mol: 161.103
Charge: 0
Maximum force, eV/Å: 5.24

No. 5
C37H56CrGe2N4O4P | ωB97M-V/def2-TZVPD

Last column: Löwdin charge in e.
CARTESIAN COORDINATES (ANGSTROEM)
Cr (-0.404, 0.295, 0.705)  0.629
C (1.559, 1.699, 5.962)  -0.036
C (1.530, 2.302, 4.715)  -0.050
C (0.956, 1.644, 3.640)  -0.031
C (0.405, 0.378, 3.811)  -0.216
C (0.437, -0.234, 5.069)  -0.004
C (1.012, 0.428, 6.132)  -0.042
N (-0.183, -0.281, 2.665)  -0.007
N (-0.743, -1.345, 2.943)  0.132
C (-1.273, -2.084, 1.852)  -0.312
C (-1.827, -3.314, 2.106)  0.039
C (-2.261, -4.070, 1.024)  -0.007
C (-2.112, -3.563, -0.253)  -0.014
C (-1.550, -2.307, -0.416)  -0.097
N (-1.146, -1.577, 0.625)  -0.012
H (2.006, 2.214, 6.803)  0.122
H (1.957, 3.288, 4.576)  0.116
H (0.935, 2.121, 2.676)  0.071
H (0.022, -1.221, 5.206)  0.113
H (1.038, -0.050, 7.103)  0.121
H (-1.895, -3.660, 3.130)  0.138
H (-2.702, -5.048, 1.179)  0.134
H (-2.425, -4.130, -1.122)  0.135
H (-1.402, -1.876, -1.395)  0.103
C (-1.475, -1.207, -5.094)  -0.140
C (-2.038, -0.513, -3.845)  -0.306
Ge (-0.694, 0.549, -2.986)  0.911
C (-0.411, 2.361, -3.545)  -0.303
C (0.408, 2.457, -4.843)  -0.136
C (0.987, -0.383, -2.932)  -0.191
C (1.961, -0.829, -2.126)  -0.290
Ge (1.864, -0.894, -0.158)  1.022
C (3.182, 0.171, 0.853)  -0.345
C (4.669, -0.211, 0.858)  -0.143
C (1.721, -2.696, 0.634)  -0.341
C (2.919, -3.655, 0.631)  -0.139
C (3.238, -1.370, -2.725)  -0.222
C (4.241, -1.902, -1.919)  -0.084
C (5.428, -2.401, -2.439)  -0.052
C (5.641, -2.375, -3.805)  -0.060
C (4.660, -1.841, -4.634)  -0.057
C (3.482, -1.344, -4.103)  -0.035
H (-2.258, -1.789, -5.581)  0.081
H (-0.658, -1.890, -4.855)  0.068
H (-1.107, -0.487, -5.831)  0.072
H (-2.418, -1.240, -3.121)  0.060
H (-2.857, 0.164, -4.079)  0.072
H (0.099, 2.855, -2.711)  0.043
H (-1.396, 2.815, -3.649)  0.073
H (1.378, 1.959, -4.759)  0.065
H (0.595, 3.501, -5.101)  0.078
H (-0.125, 2.011, -5.688)  0.074
H (1.216, -0.507, -4.001)  0.044
H (2.787, 0.130, 1.873)  0.050
H (3.081, 1.205, 0.522)  0.028
H (4.837, -1.225, 1.224)  0.063
H (5.219, 0.461, 1.522)  0.080
H (5.117, -0.129, -0.131)  0.066
H (0.870, -3.191, 0.167)  0.048
H (1.441, -2.479, 1.670)  0.050
H (3.208, -3.948, -0.376)  0.068
H (2.659, -4.569, 1.170)  0.080
H (3.793, -3.231, 1.128)  0.063
H (4.109, -1.933, -0.853)  0.040
H (6.182, -2.808, -1.774)  0.118
H (6.562, -2.760, -4.224)  0.115
H (4.816, -1.808, -5.705)  0.114
H (2.756, -0.930, -4.793)  0.100
C (-3.228, 4.158, 1.691)  -0.015
C (-2.800, 3.918, 0.257)  -0.563
C (-3.900, 4.287, -0.718)  -0.020
C (-1.532, 4.691, -0.057)  -0.023
O (-2.445, 2.455, 0.196)  -0.167
P (-2.678, 1.350, -0.899)  0.339
O (-3.309, 1.740, -2.161)  -0.213
O (-1.182, 0.755, -1.131)  -0.454
O (-3.264, 0.128, -0.104)  -0.178
C (-4.648, -0.166, 0.386)  -0.563
C (-4.705, 0.289, 1.830)  0.000
C (-4.741, -1.672, 0.286)  -0.012
C (-5.709, 0.495, -0.473)  -0.010
H (-3.299, 5.233, 1.870)  0.106
H (-2.500, 3.737, 2.390)  0.093
H (-4.207, 3.722, 1.892)  0.086
H (-4.078, 5.359, -0.611)  0.108
H (-4.833, 3.774, -0.488)  0.087
H (-3.632, 4.078, -1.753)  0.084
H (-1.751, 5.760, -0.053)  0.107
H (-1.151, 4.423, -1.050)  0.089
H (-0.772, 4.497, 0.702)  0.074
H (-3.943, -0.221, 2.427)  0.088
H (-5.684, 0.052, 2.252)  0.108
H (-4.547, 1.363, 1.910)  0.076
H (-3.957, -2.150, 0.885)  0.061
H (-4.651, -1.999, -0.753)  0.102
H (-5.710, -1.999, 0.668)  0.111
H (-5.652, 1.582, -0.438)  0.079
H (-6.687, 0.196, -0.092)  0.107
H (-5.629, 0.185, -1.516)  0.100
C (2.040, 3.958, -0.497)  0.019
C (1.227, 2.874, 0.047)  -0.166
N (0.612, 2.026, 0.490)  0.119
H (1.813, 4.887, 0.027)  0.108
H (1.825, 4.085, -1.558)  0.098
H (3.095, 3.718, -0.371)  0.106

## Properties
Total energy, eV: -204160.8538
LUMO level (spin up / spin down), eV: -6.94 / -7.02
HOMO (spin up / spin down), eV: -13.02 / -12.98
2S+1: 4
Frontier orbital gap (spin up / spin down), hartree: 0.2234 / 0.2190
Relative energy (zero: lowest compared OMol25 entry of this formula, charge and spin), kcal/mol: 2.1
M, g/mol: 849.069
Charge: +2
Maximum force, eV/Å: 1.38

No. 6
C2H14N2O4 | ωB97M-V/def2-TZVPD

Last column: natural (NBO) charge in e.
CARTESIAN COORDINATES (ANGSTROEM)
C (-1.587, -1.182, -0.420)  -0.481
N (-1.425, -0.233, 0.610)  -0.352
C (-1.940, 1.138, 0.505)  -0.168
N (-0.940, 2.039, 0.055)  -0.438
H (-1.373, -0.807, -1.465)  0.265
H (-0.822, -1.929, -0.197)  0.288
H (-2.575, -1.654, -0.312)  0.225
H (-0.412, -0.099, 0.800)  0.434
H (-2.269, 1.304, 1.531)  0.268
H (-2.950, 1.149, -0.073)  0.271
H (1.270, -2.111, 0.232)  0.500
H (1.336, -2.522, 1.742)  0.451
O (1.310, -1.752, 1.187)  -1.002
H (0.903, 0.300, -1.355)  0.505
H (1.497, -2.063, -1.997)  0.446
O (1.071, -1.689, -1.221)  -1.026
H (-0.915, 2.892, 0.557)  0.359
H (0.326, 1.652, -0.696)  0.463
O (1.109, 1.252, -1.278)  -0.973
H (3.528, 1.805, 0.761)  0.458
H (2.115, 1.310, 0.121)  0.493
O (2.745, 1.203, 0.912)  -0.988

## Properties
Total energy, eV: -13463.6886
LUMO level, eV: -4.92
HOMO, eV: -8.64
2S+1: 1
Frontier orbital gap, hartree: 0.1370
Relative energy (zero: lowest compared OMol25 entry of this formula, charge and spin), kcal/mol: 188.6
M, g/mol: 130.144
Charge: 0
Maximum force, eV/Å: 3.61